(1)
The following is a quantum chemistry calculation of C17H29F7N3O3PSiTi as an isolated structure, from the Open Molecules 2025 dataset.

As for the LUMO energy: -7.31 eV. The value obtained for the largest force on an atom is 0.62 eV Å⁻¹. As for the net charge: +2. The energy is -3234.399202 hartree.

XYZ file:
```
62
C17H29F7N3O3PSiTi, DFT ωB97M-V/def2-TZVPD
Ti -0.9572 0.2149 0.2325
C -1.1065 -2.7310 -3.3116
N 0.1298 -2.6467 -2.5229
C 1.2364 -3.5040 -2.9634
C 0.2283 -1.8508 -1.4989
O -0.7269 -1.0836 -1.1583
C 1.5060 -1.7600 -0.6815
O 1.2340 -1.1012 0.5435
C 1.1774 -1.9054 1.7150
C -0.2533 -1.9044 2.2417
O -1.1082 -1.2634 1.5665
N -0.5695 -2.5399 3.3356
C -1.9427 -2.5190 3.8544
C 0.3733 -3.3339 4.1205
H -1.3354 -3.7816 -3.4785
H -0.9552 -2.2394 -4.2721
H -1.9254 -2.2592 -2.7801
H 1.1247 -3.6795 -4.0297
H 1.2046 -4.4642 -2.4483
H 2.1983 -3.0227 -2.8038
H 2.2218 -1.1462 -1.2373
H 1.9550 -2.7398 -0.5181
H 1.8507 -1.4648 2.4514
H 1.5057 -2.9262 1.5105
H -2.5697 -1.8905 3.2330
H -1.9271 -2.1345 4.8729
H -2.3343 -3.5352 3.8654
H 1.3866 -3.2574 3.7390
H 0.0647 -4.3787 4.1073
H 0.3615 -2.9808 5.1505
C -0.3402 0.8939 -3.2443
Si 0.3611 2.1466 -2.0451
C -0.5901 3.7385 -2.2348
C 2.2122 2.2237 -2.3642
N 0.1831 1.5668 -0.2774
C 0.8553 2.3686 0.6762
C 1.5460 3.5639 0.4541
C 2.1364 4.2346 1.5147
C 2.0599 3.7556 2.8140
C 1.3694 2.5800 3.0744
C 0.8064 1.9558 1.9962
F 0.0691 0.7871 2.1642
H -0.3085 1.4093 -4.2102
H -1.3747 0.6070 -3.0687
H 0.2814 0.0064 -3.3626
H -0.4931 4.0668 -3.2736
H -0.2605 4.5598 -1.6022
H -1.6527 3.5791 -2.0475
H 2.4008 1.9626 -3.4081
H 2.7643 1.5133 -1.7440
H 2.6513 3.2064 -2.2025
H 1.6233 3.9900 -0.5317
H 2.6634 5.1581 1.3186
H 2.5231 4.2984 3.6253
H 1.2604 2.1798 4.0728
F -2.3099 1.2489 1.2819
P -3.7078 1.1035 0.1288
F -2.4340 1.3534 -0.9729
F -3.8845 2.6376 0.2537
F -4.6081 0.7347 1.3327
F -4.7198 0.8632 -1.0097
F -3.1302 -0.4645 0.0569
```

=====

(2)
The following is a quantum chemistry calculation of C17H29FIN4O4PS2 as an isolated structure, from the Open Molecules 2025 dataset.

As for the LUMO energy: -3.03 eV. Its energy above the lowest of the compared OMol25 structures with the same formula, charge and spin is 0.00 kJ/mol. The value obtained for the largest force on an atom is 2.00 eV Å⁻¹. The energy is -2720.167163 hartree.

XYZ file:
```
59
C17H29FIN4O4PS2, DFT ωB97M-V/def2-TZVPD
N 5.7879 -3.5794 -1.2722
P 5.2849 -2.7217 -0.0900
O 5.1551 -3.4926 1.2804
O 6.3962 -1.6498 0.2832
C 3.6200 -1.9643 -0.4474
C 3.4072 -0.5907 -0.4788
C 4.4114 0.4797 -0.1669
C 4.6817 0.5826 1.3667
C 4.7224 2.0219 1.8948
F 5.7862 2.1412 2.7647
C 2.1078 -0.1791 -0.8455
C 1.6845 1.2333 -0.9823
C 1.6088 1.9782 0.3668
C 0.1727 2.2784 0.7978
S -0.8058 3.0415 -0.5143
C -2.3657 2.2142 -0.3473
S -3.7097 2.9411 -0.8324
N -2.2799 0.9042 0.1974
C -2.7089 0.8657 1.5965
C -4.2213 0.5887 1.7944
O -4.8660 0.1259 0.6401
C -4.0337 -0.8763 0.0702
C -2.9002 -0.1498 -0.6281
C 1.2119 -1.1886 -1.1129
N 1.4090 -2.4734 -1.0327
N 2.6357 -2.8608 -0.6916
I 2.7701 -4.9158 -0.5970
H 5.1291 -3.5650 -2.0444
H 5.5426 -2.9787 2.0039
H 6.7433 -1.2941 -0.5426
H 4.0409 1.4440 -0.4759
H 5.3363 0.3392 -0.7089
H 5.6166 0.1172 1.6462
H 3.8835 0.0399 1.8677
H 3.8294 2.2409 2.4722
H 4.8259 2.7372 1.0825
H 0.7238 1.2290 -1.4872
H 2.3816 1.7475 -1.6414
H 2.0611 1.3930 1.1582
H 2.1613 2.9101 0.2841
H 0.2059 2.9803 1.6272
H -0.2901 1.3752 1.1768
H -2.4503 1.7949 2.0940
H -2.1393 0.0826 2.1035
H -4.3184 -0.1418 2.6061
H -4.7154 1.4919 2.1397
H -4.5727 -1.4248 -0.6971
H -3.6310 -1.5433 0.8340
H -3.2085 0.2201 -1.5968
H -2.1288 -0.9058 -0.8266
H 0.2151 -0.8939 -1.4185
C -8.2168 -0.8155 -1.7264
C -6.8042 -0.2128 -1.9512
O -6.1340 -0.9580 -2.8552
H -8.1489 -1.8398 -1.3558
H -8.7726 -0.2247 -0.9828
H -8.7932 -0.8135 -2.6525
H -6.3526 -0.1483 -0.9435
H -6.9823 0.8627 -2.2026
```

=====

(3)
The following is a quantum chemistry calculation of C17H29HgN3NbOTe as an isolated structure, from the Open Molecules 2025 dataset.

Its multiplicity is 2. As for the LUMO energy (spin up / spin down): -8.45 / -10.35 eV. The value obtained for the largest force on an atom is 6.70 eV Å⁻¹. As for the expectation value of S²: 0.95. As for the net charge: +2. The energy is -1382.431956 hartree.

XYZ file:
```
53
C17H29HgN3NbOTe, DFT ωB97M-V/def2-TZVPD
N -1.8143 -0.6585 0.0164
C -2.9347 -0.9612 0.4184
O -4.0558 -0.9090 0.9579
Hg -2.5892 1.8410 1.6181
Nb 0.2168 -0.0016 0.0249
N 0.2921 1.7352 -0.9912
N 0.8803 -1.5247 -1.0948
C -0.3271 2.5151 -2.0534
C 0.2346 -2.4866 -1.9740
C -0.0458 4.0061 -1.8904
C 0.2125 2.0256 -3.3954
C -1.8463 2.2969 -2.0277
C -0.4675 -3.5394 -1.1211
C 1.2505 -3.1446 -2.8954
C -0.8052 -1.7528 -2.8319
H -0.3639 4.3568 -0.8957
H -0.5996 4.5755 -2.6369
H 1.0216 4.2416 -2.0197
H 1.3142 2.1034 -3.4327
H -0.2018 2.6157 -4.2125
H -0.0518 0.9778 -3.5672
H -2.1044 1.2375 -2.0525
H -2.3029 2.7907 -2.8777
H -2.2781 2.7241 -1.1040
H 0.2448 -4.0068 -0.4234
H -0.8926 -4.3220 -1.7516
H -1.2705 -3.0913 -0.5308
H 1.9707 -3.7739 -2.3505
H 1.8095 -2.3918 -3.4726
H 0.7403 -3.7883 -3.6091
H -1.3365 -2.4736 -3.4513
H -0.3010 -1.0376 -3.4900
H -1.5315 -1.2274 -2.2036
C 1.6763 2.0682 -0.6799
H 2.1196 1.3337 0.0725
H 2.3329 2.0396 -1.5791
H 1.7878 3.0588 -0.1878
C 2.2301 -1.8129 -0.6463
H 2.5662 -1.0976 0.1555
H 2.3060 -2.8306 -0.2021
H 2.9584 -1.7167 -1.4735
Te 1.5373 0.0290 2.3432
C 0.1473 -0.2743 3.9199
C -0.9534 0.5908 4.0112
C -1.9026 0.3779 5.0472
C -1.6926 -0.6549 5.9921
C -0.5523 -1.4795 5.8902
C 0.3806 -1.2913 4.8403
H -1.0683 1.4114 3.3223
H -2.7667 1.0228 5.0907
H -2.4090 -0.7896 6.7963
H -0.3898 -2.2545 6.6221
H 1.2716 -1.9198 4.7574
```